Entry 1:
10
Properties=species:S:1:pos:R:3:forces:R:3 method="wB97M-V/def2-TZVPD" gap_ev=9.31 e_tot_ha=-297.603500 smiles=Nc1cnn[nH]1 homo_energy_ha=-0.319 de_lowest_kcal_mol=25.6 e_lumo_ev=0.6
N -1.607 0.075 0.072 -0.1 0.0 -0.1
C -0.225 0.016 -0.031 0.4 0.1 0.0
C 0.726 0.991 0.188 -0.1 0.2 0.1
N 1.956 0.444 0.015 0.1 -0.2 0.0
N 1.843 -0.799 -0.290 0.0 0.1 0.0
N 0.516 -1.078 -0.323 -0.1 0.0 0.0
H -2.156 -0.663 -0.350 0.3 0.1 0.0
H -1.951 0.986 -0.198 -0.1 -0.1 0.1
H 0.617 2.032 0.472 -0.1 -0.3 -0.1
H 0.241 -2.014 -0.580 -0.1 0.2 0.1

---

Entry 2:
14
Properties=species:S:1:pos:R:3:forces:R:3 method="wB97M-V/def2-TZVPD" gap_ev=8.23 e_tot_ha=-324.544084 homo_energy_ha=-0.322 de_lowest_kcal_mol=113.2 e_lumo_ev=-0.5
N 1.322 -1.976 -0.148 0.0 0.4 -0.2
C 0.760 -0.858 -0.283 0.1 -0.4 -0.5
O 1.375 0.367 -0.378 0.2 -0.1 0.0
C 0.407 1.420 -0.212 -0.1 0.2 0.0
C -0.823 0.696 0.352 0.1 0.1 0.2
C -0.718 -0.601 -0.500 0.1 -0.3 -0.1
C -0.421 -0.051 1.557 -0.4 0.2 0.2
H 2.330 -1.853 -0.057 0.0 0.0 0.0
H 0.213 1.889 -1.187 0.0 -0.1 0.2
H 0.821 2.163 0.473 0.0 -0.1 0.0
H -1.780 1.228 0.316 0.1 -0.2 -0.1
H -0.808 -0.344 -1.560 -0.2 0.1 0.1
H -1.416 -1.401 -0.257 0.3 0.0 0.0
H -1.263 -0.682 1.884 -0.2 0.3 0.1

---

Entry 3:
138
Properties=species:S:1:pos:R:3:forces:R:3 method="wB97M-V/def2-TZVPD" gap_ev=1.54 charge=+3 e_tot_ha=-8889.034242 homo_energy_ha=-0.487 e_lumo_ev=-11.7
Zn -1.491 3.725 -3.040 0.2 0.0 -0.7
Zn 3.488 -2.023 1.256 0.4 0.3 -0.2
Zn -2.812 -3.074 1.694 -0.4 0.3 0.2
P -0.175 0.163 0.993 0.4 -0.6 -3.3
O -0.699 0.718 -0.357 0.7 -0.1 2.8
O 1.331 0.509 1.234 -1.4 -0.3 0.3
O 0.102 -1.388 0.851 -0.1 0.2 0.7
O -1.233 -0.088 2.089 0.8 0.2 -0.6
C 4.218 -7.767 1.920 1.9 6.2 -1.3
O 4.041 -6.555 1.819 -0.6 1.2 -0.4
N 3.320 -8.611 2.119 -4.0 -3.7 1.3
N 5.397 -8.283 1.767 4.6 -2.2 -0.1
H 2.375 -8.262 2.051 0.0 -1.0 0.5
H 3.756 -9.518 2.210 -2.1 -0.6 -0.1
H 5.538 -9.214 2.133 0.6 0.2 -0.5
H 6.151 -7.849 1.253 -0.3 0.1 0.5
C 4.313 -2.983 6.901 -5.1 2.8 0.2
O 4.073 -2.536 5.827 0.2 1.1 -4.3
N 3.490 -2.742 7.904 -3.2 1.2 3.1
N 5.209 -3.719 7.320 8.1 -5.7 1.3
H 3.681 -3.156 8.805 -0.5 0.3 -0.2
H 2.554 -2.401 7.735 0.4 0.1 0.0
H 5.947 -4.051 6.716 -0.1 0.2 0.1
H 5.221 -4.067 8.268 0.2 0.1 -0.5
C 3.284 6.217 -1.716 0.7 -1.1 1.0
O 2.301 5.883 -2.304 -2.9 -1.3 -1.1
N 4.025 7.201 -2.091 2.1 4.0 -1.9
N 3.836 5.594 -0.666 -0.2 -1.9 1.5
H 4.997 7.258 -1.822 -0.3 0.2 -0.2
H 3.683 7.717 -2.888 0.4 0.1 0.2
H 3.389 4.716 -0.444 0.2 0.3 0.6
H 4.381 6.108 0.012 -0.2 -0.4 -0.1
C -7.031 2.960 -4.157 1.0 -0.7 1.1
O -5.819 2.820 -4.085 0.5 0.3 -0.2
N -7.837 3.363 -3.188 -0.1 1.7 3.5
N -7.848 2.612 -5.110 -1.0 -1.2 -3.9
H -8.831 3.371 -3.364 0.5 0.3 1.0
H -7.424 3.608 -2.299 -0.5 0.1 -0.1
H -8.814 2.800 -4.882 0.2 -0.7 -1.5
H -7.522 2.135 -5.939 -0.4 0.2 0.1
C -3.303 -2.930 -3.994 -3.0 -3.2 3.0
O -3.282 -3.195 -2.781 0.7 1.2 -0.3
N -4.314 -3.286 -4.755 -1.8 0.3 -1.1
N -2.312 -2.576 -4.734 4.8 2.0 0.2
H -3.996 -3.168 -5.706 -2.0 -0.9 -0.3
H -5.115 -3.744 -4.343 0.1 0.1 -0.7
H -1.529 -2.638 -4.099 1.0 0.6 -1.1
H -2.286 -2.455 -5.737 0.3 -0.1 0.6
C -3.755 5.393 1.694 0.4 -3.0 -0.5
O -3.167 5.257 0.689 3.4 -0.4 -4.9
N -4.257 6.427 2.137 -2.9 10.5 2.4
N -4.068 4.435 2.484 -0.5 -5.9 2.9
H -3.801 7.295 1.894 -0.5 0.1 -0.4
H -4.761 6.496 3.009 0.2 -0.1 -0.3
H -3.488 3.618 2.353 -0.6 -0.3 0.5
H -4.502 4.687 3.360 0.5 -0.9 0.0
C -2.022 6.435 -5.256 -0.3 -1.0 -1.2
O -1.413 5.182 -5.655 1.3 -0.5 -1.2
C -0.909 5.117 -7.073 -0.6 -1.4 1.2
C -0.784 3.572 -7.518 0.3 -0.2 1.8
N -0.010 2.763 -6.532 -1.1 0.6 -1.0
C 1.399 2.724 -6.766 1.0 0.4 0.4
C 1.798 1.839 -8.034 -0.9 -0.2 3.5
O 1.382 0.564 -7.474 0.1 2.1 0.1
C 1.804 -0.447 -8.286 -0.7 -1.2 -2.1
H -3.042 6.256 -5.596 -0.3 1.1 0.4
H -1.547 7.297 -5.725 -0.1 0.0 -0.1
H -1.951 6.549 -4.175 0.0 -0.2 0.0
H 0.024 5.682 -7.079 0.1 -0.3 -0.2
H -1.621 5.530 -7.787 -0.1 0.3 0.3
H -0.289 3.324 -8.457 0.1 1.3 -0.4
H -1.764 3.117 -7.663 -0.2 0.3 0.5
H -0.323 1.806 -6.452 -0.5 -0.1 0.1
H 1.748 2.237 -5.856 0.7 -0.2 -0.4
H 1.815 3.730 -6.736 0.0 0.1 -0.5
H 2.876 1.803 -8.192 -0.1 0.4 -0.2
H 1.209 2.148 -8.898 0.2 -0.3 -0.2
H 1.620 -0.115 -9.308 0.1 -0.3 -0.5
H 1.103 -1.269 -8.145 0.6 -0.4 0.2
H 2.861 -0.711 -8.247 0.1 -0.1 0.5
C -10.720 -2.739 1.879 -0.2 0.0 -0.9
O -9.326 -2.603 1.793 0.5 0.3 1.2
C -8.793 -1.610 2.674 1.6 -2.2 -1.4
C -7.217 -1.738 2.320 -1.3 1.3 1.0
N -6.527 -2.918 2.893 -0.5 2.4 1.2
C -6.495 -2.733 4.398 0.9 -0.5 -0.9
C -5.559 -3.785 4.957 -1.8 -1.7 -1.6
O -4.333 -3.626 4.290 1.7 -0.2 1.2
C -3.366 -4.474 4.893 1.0 -0.1 0.4
H -11.095 -1.865 1.346 -0.9 -0.2 0.1
H -11.153 -2.822 2.876 0.3 0.2 0.3
H -10.954 -3.672 1.366 -0.2 0.2 -0.2
H -8.985 -1.898 3.707 0.1 -0.1 0.2
H -9.234 -0.619 2.566 0.2 0.2 -0.6
H -6.867 -0.809 2.771 0.8 -0.3 0.5
H -7.012 -1.512 1.273 -0.4 -0.9 -0.2
H -6.929 -3.816 2.664 -0.3 0.0 -0.3
H -7.505 -2.770 4.806 0.1 -0.2 0.2
H -6.055 -1.760 4.616 -0.2 0.1 -0.2
H -5.909 -4.751 4.594 -0.6 -0.4 -0.5
H -5.624 -4.074 6.006 0.9 1.4 0.6
H -2.365 -4.328 4.488 0.0 0.6 -0.4
H -3.491 -5.551 4.780 -0.9 -0.1 -0.2
H -3.251 -4.277 5.959 -0.2 0.1 0.1
C 10.665 -0.096 1.022 -0.5 -0.5 0.8
O 10.012 -0.961 2.010 1.4 0.6 -2.4
C 8.944 -0.312 2.545 -1.1 -0.6 1.7
C 7.685 -0.174 1.690 -1.0 0.1 -0.6
N 7.299 -1.392 0.878 1.5 1.5 1.0
C 7.693 -1.271 -0.507 -2.2 -1.5 -1.7
C 6.981 -2.482 -1.296 1.1 0.0 0.6
O 5.589 -2.433 -1.058 -0.5 0.0 1.1
C 4.781 -3.402 -1.708 0.3 0.3 -1.1
H 10.975 0.844 1.479 0.8 -0.3 0.5
H 9.977 0.331 0.293 -0.3 -0.8 -0.5
H 11.442 -0.726 0.589 0.0 0.6 -0.1
H 9.255 0.629 2.998 -0.3 0.5 -0.2
H 8.669 -0.937 3.395 -0.2 -0.1 0.2
H 7.718 0.687 1.024 0.0 0.0 -0.1
H 6.859 -0.024 2.386 0.1 0.3 0.1
H 7.950 -2.072 1.242 -0.3 -0.9 0.3
H 8.777 -1.241 -0.622 0.0 -0.3 -0.3
H 7.236 -0.422 -1.015 0.2 0.5 0.5
H 7.389 -3.438 -0.970 0.0 -0.2 0.4
H 7.196 -2.469 -2.365 0.0 0.5 -0.2
H 5.101 -4.444 -1.724 0.7 0.1 0.4
H 4.717 -3.057 -2.740 -0.4 -0.3 -0.3
H 3.779 -3.453 -1.281 -0.1 0.5 0.3
C 0.353 3.412 6.145 0.1 1.3 2.0
C -0.700 2.728 7.050 0.0 -0.1 -1.3
O -0.600 1.352 6.823 -0.2 -1.7 -0.1
O 1.577 2.770 6.294 0.8 -0.9 -0.4
H 0.550 4.369 6.628 -0.4 0.6 -0.6
H 0.206 3.509 5.070 -1.1 0.2 0.1
H -1.717 3.054 6.828 -0.1 0.4 0.1
H -0.505 2.825 8.118 0.3 0.6 -0.2
H -1.165 1.063 6.103 -0.1 0.2 0.0
H 1.485 2.040 5.677 0.6 -0.5 0.3

---

Entry 4:
33
Properties=species:S:1:pos:R:3:forces:R:3 method="wB97M-V/def2-TZVPD" gap_ev=9.22 e_tot_ha=-763.994442 homo_energy_ha=-0.326 de_lowest_kcal_mol=180.2 e_lumo_ev=0.4
C -0.658 -0.004 0.618 -1.2 -2.2 4.2
C 0.175 -0.994 -0.013 -0.4 -2.1 0.9
C -2.133 -0.098 0.450 -2.9 -1.2 -0.8
C -2.788 0.787 1.621 1.4 1.0 1.9
C -2.500 0.194 -1.115 2.2 -0.6 2.6
C -3.730 -0.480 -1.580 -1.8 -2.2 -3.1
C 2.402 0.014 0.604 2.0 -1.6 -3.8
C 2.781 0.920 -0.718 -1.6 -3.1 -1.2
C 3.651 -0.875 0.957 -1.4 0.0 0.9
H -0.108 1.128 -0.837 0.0 0.8 -0.9
H -0.477 2.019 0.627 0.2 -1.0 -1.2
H -0.393 -0.251 1.732 -0.4 1.0 -1.3
H -2.379 -1.216 0.540 -0.2 1.6 0.3
H -2.601 0.058 2.586 -0.8 2.2 -2.1
H -3.933 1.226 1.638 3.1 -1.4 -0.5
H -1.946 1.860 1.823 -2.9 -3.2 -0.5
H -2.366 1.234 -1.414 -0.6 0.2 0.3
H -1.617 -0.297 -1.541 -0.4 -0.1 -0.6
H -3.916 -0.053 -2.663 0.0 -1.0 1.9
H -4.696 -0.225 -0.987 1.7 -0.9 -0.8
H -3.532 -1.814 -1.824 -0.9 4.3 1.2
H 1.958 -1.674 -0.336 1.1 -2.1 -1.6
H 2.034 0.687 1.290 -0.7 1.0 2.0
H 3.234 -1.747 1.621 1.0 1.5 -1.4
H 4.196 -0.179 1.661 1.1 -1.1 -1.5
H 4.929 -2.067 -0.495 -3.9 3.2 1.1
H 3.562 2.544 -1.423 0.2 -2.2 3.5
N -0.218 1.135 0.145 3.0 7.3 0.4
N 1.503 -1.011 0.184 -1.2 2.4 1.1
O -0.398 -1.948 -0.452 -0.4 -2.6 -2.0
O 2.354 0.517 -1.817 1.4 2.3 2.7
O 4.045 -1.367 -0.410 3.8 -1.9 1.7
O 3.562 1.977 -0.472 -0.6 1.9 -3.9